(1)
{"formula": "C33H49BIN3O20", "method": "ωB97M-V with the def2-TZVPD basis set", "mol_weight_g_mol": 945.5, "smiles": "CNC[C@](C#N)(B(C)O)[C@](I)(C#N)CC=O.C[C@@H]1COC(=O)O1.C[C@@H]1COC(=O)O1.C[C@@H]1COC(=O)O1.C[C@@H]1COC(=O)O1.C[C@@H]1COC(=O)O1.C[C@@H]1COC(=O)O1", "species": ["C", "N", "C", "C", "C", "N", "B", "C", "O", "C", "I", "C", "N", "C", "C", "O", "H", "H", "H", "H", "H", "H", "H", "H", "H", "H", "H", "H", "H", "C", "C", "C", "O", "C", "O", "O", "H", "H", "H", "H", "H", "H", "C", "C", "C", "O", "C", "O", "O", "H", "H", "H", "H", "H", "H", "C", "C", "C", "O", "C", "O", "O", "H", "H", "H", "H", "H", "H", "C", "C", "C", "O", "C", "O", "O", "H", "H", "H", "H", "H", "H", "C", "C", "C", "O", "C", "O", "O", "H", "H", "H", "H", "H", "H", "C", "C", "C", "O", "C", "O", "O", "H", "H", "H", "H", "H", "H"], "positions_angstrom": [[-0.6708, -1.1158, 2.4692], [-1.9194, -0.2989, 2.4230], [-2.2925, 0.1184, 1.0383], [-1.6812, 1.5810, 0.6306], [-0.1339, 1.2768, 0.2174], [0.9532, 1.0380, -0.2470], [-1.6103, 2.5127, 1.9697], [-2.7685, 2.7055, 3.0878], [-0.3429, 3.2240, 2.2123], [-2.4064, 2.2497, -0.6413], [-4.1360, 3.4909, -0.1825], [-2.9678, 1.0178, -1.5444], [-3.2714, 0.0900, -2.2640], [-1.4426, 3.0951, -1.6121], [-0.7296, 4.3560, -0.9255], [-1.3425, 5.4440, -0.6555], [-0.6195, -1.6228, 3.5046], [0.2165, -0.3624, 2.4626], [-0.5329, -1.8397, 1.5926], [-2.7306, -0.8351, 2.7980], [-3.4537, 0.1126, 0.9976], [-1.8970, -0.7064, 0.3189], [-3.6917, 2.0524, 2.9177], [-3.1302, 3.8074, 3.0046], [-2.2799, 2.5476, 4.1288], [0.0272, 2.7307, 2.9959], [-0.6662, 2.4479, -2.1846], [-2.1248, 3.5283, -2.4481], [0.3833, 4.2994, -0.6259], [2.0775, -5.4309, 3.6984], [0.7133, -5.5723, 3.0605], [0.7351, -5.5206, 1.5618], [-0.5730, -5.0471, 1.2590], [-0.9748, -4.3073, 2.3307], [-1.9499, -3.6081, 2.3458], [-0.1218, -4.4628, 3.3824], [1.9822, -5.3197, 4.7821], [2.7014, -6.3018, 3.4876], [2.5921, -4.5364, 3.3369], [0.2199, -6.4799, 3.4262], [0.9081, -6.4991, 1.1108], [1.4622, -4.8079, 1.1594], [-4.7801, 1.2806, -4.8163], [-6.1436, 1.1577, -5.4604], [-6.1182, 1.2292, -6.9586], [-7.4214, 1.7158, -7.2584], [-7.8209, 2.4452, -6.1774], [-8.7909, 3.1505, -6.1553], [-6.9710, 2.2689, -5.1257], [-4.8783, 1.3776, -3.7329], [-4.1612, 0.4079, -5.0362], [-4.2576, 2.1769, -5.1644], [-6.6444, 0.2489, -5.1081], [-5.9515, 0.2551, -7.4221], [-5.3850, 1.9419, -7.3499], [7.3457, -2.7060, 1.9182], [6.0530, -3.4427, 2.1935], [6.0846, -4.2828, 3.4356], [5.1151, -5.2839, 3.1453], [5.0876, -5.4123, 1.7884], [4.5167, -6.2927, 1.2013], [5.7921, -4.4158, 1.1856], [7.3160, -2.2409, 0.9295], [7.5224, -1.9302, 2.6669], [8.1985, -3.3910, 1.9157], [5.2140, -2.7376, 2.2035], [5.8069, -3.7206, 4.3290], [7.0475, -4.7743, 3.6073], [7.2868, -9.0069, -2.7809], [7.4269, -7.9545, -1.7026], [6.5146, -6.7772, -1.8791], [7.2254, -5.7430, -1.2093], [8.5467, -6.0695, -1.2850], [9.4457, -5.3335, -0.9855], [8.7123, -7.3416, -1.7480], [8.0770, -9.7566, -2.6867], [6.3177, -9.5072, -2.7175], [7.3896, -8.5680, -3.7775], [7.3088, -8.4121, -0.7138], [5.5354, -6.9334, -1.4224], [6.3787, -6.4816, -2.9246], [-9.3639, 7.3408, -0.7936], [-8.0978, 6.7431, -0.2198], [-7.4244, 5.7578, -1.1288], [-6.7235, 4.9297, -0.2069], [-7.4239, 4.9743, 0.9641], [-7.2233, 4.2539, 1.9011], [-8.3812, 5.9432, 0.9258], [-9.8878, 7.9255, -0.0328], [-9.1414, 7.9891, -1.6443], [-10.0570, 6.5603, -1.1202], [-7.4128, 7.5406, 0.0897], [-6.7329, 6.2347, -1.8257], [-8.1243, 5.1322, -1.6917], [1.9658, 5.9066, 1.4186], [3.4570, 5.7783, 1.1970], [3.8376, 4.6921, 0.2347], [5.1536, 4.3600, 0.6616], [5.2159, 4.6563, 1.9916], [6.1156, 4.3357, 2.7167], [4.1189, 5.3629, 2.3885], [1.7602, 6.6007, 2.2378], [1.4641, 6.2678, 0.5173], [1.5239, 4.9472, 1.7041], [3.8772, 6.7462, 0.9003], [3.8405, 5.0327, -0.8025], [3.2119, 3.7970, 0.3158]], "forces_ev_per_angstrom": [[1.18, 1.06, 0.97], [-0.35, -0.53, -0.75], [-0.48, -0.77, -0.17], [1.62, -1.11, -0.52], [2.28, -0.56, -2.07], [-5.24, 1.20, 2.44], [0.77, 1.12, 1.28], [-0.11, 0.41, -0.32], [-1.54, -2.49, 0.42], [0.49, -2.02, -1.60], [0.39, -0.69, 0.01], [-0.31, -2.51, -2.35], [1.58, 5.00, 3.99], [-0.12, 0.70, -1.28], [-1.76, 3.01, 1.24], [2.37, -4.68, -1.35], [-0.11, 0.53, -1.90], [-1.32, -1.35, -0.16], [-0.30, 0.97, 1.28], [1.15, 0.45, -0.38], [2.00, 0.40, -0.20], [-0.79, 1.65, 0.73], [1.38, 0.82, 0.49], [0.68, -1.72, 0.31], [-1.04, 0.23, -1.65], [-0.29, 1.13, -0.82], [-1.21, 0.88, 1.46], [1.06, -0.63, 1.52], [-1.49, -0.29, -0.57], [-0.09, 0.23, 0.30], [1.15, -0.33, 0.52], [0.30, -0.51, -0.47], [-0.38, 0.50, 0.49], [-0.90, 0.42, 0.04], [0.65, -0.83, -0.01], [-0.70, 0.22, -0.63], [-0.02, -0.14, -0.09], [-0.10, 0.09, -0.03], [-0.11, -0.12, -0.09], [-0.03, 0.04, -0.12], [-0.16, 0.15, -0.05], [0.05, -0.06, 0.18], [-0.09, 0.33, 0.25], [1.15, -0.29, 0.49], [0.19, -0.48, -0.46], [-0.30, 0.38, 0.43], [-0.95, 0.72, 0.05], [0.90, -0.63, -0.04], [-0.60, 0.16, -0.61], [0.00, -0.20, -0.17], [-0.12, 0.04, 0.08], [-0.10, -0.07, -0.13], [-0.01, 0.03, -0.12], [-0.19, 0.13, -0.05], [0.04, -0.04, 0.19], [0.15, -0.08, -0.38], [0.91, 0.97, 0.00], [0.07, 0.26, 0.70], [-0.08, -0.29, -0.70], [-0.20, -0.51, -0.64], [0.37, 0.66, 0.52], [-0.70, -0.83, 0.38], [-0.06, 0.04, 0.16], [-0.11, -0.06, -0.04], [-0.14, -0.01, 0.06], [-0.01, -0.10, 0.08], [-0.12, -0.20, -0.07], [0.01, 0.14, -0.14], [0.37, -0.10, -0.17], [-0.36, -0.96, -0.60], [-0.81, 0.03, 0.13], [0.74, -0.07, -0.01], [0.83, 0.74, 0.24], [-0.83, -0.65, -0.23], [0.02, 0.74, 0.32], [-0.16, 0.02, 0.09], [0.07, 0.07, 0.07], [-0.07, 0.07, 0.13], [-0.07, 0.12, -0.01], [0.15, 0.21, 0.10], [0.10, -0.18, -0.01], [-0.33, -0.05, 0.25], [-0.74, 0.78, -0.56], [0.32, 0.16, -0.77], [-0.25, 0.00, 0.62], [-0.10, -0.65, 1.21], [-0.06, 0.64, -0.96], [0.67, -0.65, 0.06], [0.15, 0.04, -0.10], [0.05, -0.06, 0.09], [0.17, 0.00, -0.01], [0.06, -0.11, -0.05], [0.07, -0.18, 0.15], [-0.07, 0.14, 0.08], [-0.06, -0.07, 0.40], [-1.18, 0.41, -0.11], [-0.09, -0.05, -0.69], [0.15, 0.09, 0.61], [0.88, -0.33, 0.78], [-0.83, 0.27, -0.69], [0.72, -0.41, -0.19], [0.03, 0.05, -0.19], [0.07, 0.03, 0.06], [0.08, 0.03, -0.11], [0.07, -0.11, -0.06], [0.20, -0.09, 0.10], [-0.10, 0.13, 0.09]], "lowdin_charge": [-0.138, -0.118, -0.176, -0.270, -0.147, 0.149, -0.475, -0.062, 0.018, -0.689, 1.193, -0.217, 0.155, -0.190, -0.183, -0.044, 0.104, 0.090, 0.087, 0.121, 0.149, 0.137, 0.066, 0.081, 0.092, 0.125, 0.134, 0.123, 0.122, -0.018, -0.334, -0.101, 0.069, -0.552, 0.123, 0.082, 0.093, 0.089, 0.085, 0.163, 0.146, 0.142, -0.038, -0.344, -0.111, 0.063, -0.536, 0.150, 0.083, 0.055, 0.088, 0.089, 0.164, 0.142, 0.140, -0.012, -0.340, -0.099, 0.036, -0.535, 0.135, 0.085, 0.094, 0.093, 0.093, 0.162, 0.144, 0.144, -0.023, -0.346, -0.107, 0.055, -0.532, 0.149, 0.086, 0.088, 0.091, 0.090, 0.162, 0.136, 0.142, -0.019, -0.343, -0.103, -0.107, -0.547, 0.147, 0.094, 0.089, 0.093, 0.093, 0.163, 0.146, 0.148, -0.017, -0.344, -0.111, 0.064, -0.535, 0.152, 0.087, 0.093, 0.086, 0.070, 0.161, 0.142, 0.137]}

***

(2)
{"formula": "C5H12NS", "method": "ωB97M-V with the def2-TZVPD basis set", "charge": -1, "e_above_lowest_kcal_mol": 284.1, "mol_weight_g_mol": 118.2, "species": ["C", "C", "S", "C", "N", "C", "C", "H", "H", "H", "H", "H", "H", "H", "H", "H", "H", "H", "H"], "positions_angstrom": [[-0.8359, 1.1274, 0.5913], [-0.1616, -0.1618, 0.8793], [-0.0938, -3.4566, 6.4582], [-0.9079, 0.2208, -0.8324], [0.0645, 0.6632, -1.7722], [1.3254, -0.3380, 1.0309], [-0.2196, 0.5077, -3.2287], [-1.8461, 1.2156, 1.0380], [-0.3448, 2.0708, 0.2638], [1.6194, -0.2154, 2.1067], [1.7224, -1.0392, 4.2971], [-0.3044, -0.6171, -1.3050], [-1.8559, 0.6029, -1.1161], [-0.8678, -0.8889, 1.4285], [1.6074, -1.3848, 0.8278], [1.8211, 0.2640, 0.2751], [-0.8570, 1.3647, -3.6058], [-0.5371, -0.5284, -3.4254], [0.6719, 0.5931, -3.9111]], "forces_ev_per_angstrom": [[0.19, -1.17, -0.83], [-2.43, 0.45, 0.53], [0.37, 0.52, -0.47], [0.14, 2.15, 2.07], [2.79, 0.54, -1.98], [-0.53, -1.14, -0.51], [0.31, 0.50, 0.80], [0.74, 0.10, -0.32], [0.02, -0.93, 0.62], [-0.32, 0.42, -0.80], [-0.40, -0.47, 0.38], [0.57, -0.71, 0.00], [-1.76, -1.17, 0.11], [1.45, 1.10, -0.96], [-0.20, 0.24, 0.00], [0.29, 0.38, 0.34], [-0.16, -1.25, 0.20], [-0.89, 0.37, -0.45], [-0.18, 0.06, 1.27]], "lowdin_charge": [-0.102, -0.174, -0.624, -0.323, -0.196, -0.112, -0.215, 0.099, 0.117, -0.001, -0.184, 0.146, 0.109, 0.148, 0.076, 0.064, 0.061, 0.051, 0.058]}

***

Energy / Ha: -3278.4750, -650.2230
Orbital gap / eV: 9.189, 4.602